Below is 2 unconnected molecules or ions with the total composition C2H4O4Si, with properties calculated with ωB97M-V/def2-TZVPD.

HOMO energy (alpha / beta)	-11.31 / -11.31	eV
total charge	0
relative energy (zero: lowest compared OMol25 entry of this formula, charge and spin)	126.5	kcal per mole

Each line ends with the Mulliken charge.
CARTESIAN COORDINATES (ANGSTROEM)
C (1.91707, 0.48134, -2.56952)  -0.197
C (1.29319, -0.18695, -1.81498)  -0.061
O (-1.09614, -0.96722, 2.05906)  -0.465
O (0.74901, 0.59080, 0.99446)  -0.439
O (-1.71029, 0.56444, -0.06156)  -0.495
O (-0.11955, -1.52748, -0.33890)  -0.312
Si (-0.53984, -0.34288, 0.63724)  0.701
H (2.50819, 1.04400, -3.24276)  0.374
H (-1.48844, -1.83435, 2.02662)  0.300
H (0.75284, 1.08405, 1.80817)  0.288
H (-2.26603, 1.09424, 0.50216)  0.307

Atomic forces in eV per Å
0.335 0.269 -0.397
-2.835 -2.526 2.965
0.280 0.103 -0.328
0.172 -0.194 -0.241
0.124 -0.359 -0.311
2.771 0.149 -3.632
-0.538 2.419 1.455
0.134 0.161 -0.160
-0.265 -0.386 0.105
0.006 0.178 0.347
-0.185 0.186 0.197

=====

Below is a single C3H8N2O2 molecule, with properties calculated with ωB97M-V/def2-TZVPD.

SMILES string	NC(=O)NCCO
HOMO energy	-9.76	eV
total charge	0
relative energy (zero: lowest compared OMol25 entry of this formula, charge and spin)	5.6	kcal per mole

Each line ends with the Mulliken charge.
CARTESIAN COORDINATES (ANGSTROEM)
N (2.31115, 1.08254, -0.39155)  -0.462
C (0.95804, 0.85490, -0.28996)  0.603
O (0.15322, 1.78166, -0.22141)  -0.699
N (0.56788, -0.45231, -0.29596)  -0.165
C (-0.84476, -0.80608, -0.37081)  -0.720
C (-1.54327, -0.77888, 0.98494)  -0.336
O (-1.59868, 0.49116, 1.57986)  -0.537
H (2.57373, 2.02684, -0.15258)  0.260
H (2.96185, 0.36685, -0.10715)  0.214
H (1.25482, -1.17200, -0.44658)  0.214
H (-0.91230, -1.81464, -0.79227)  0.401
H (-1.34146, -0.11549, -1.06151)  0.312
H (-1.03063, -1.49003, 1.65340)  0.227
H (-2.56991, -1.14757, 0.84387)  0.282
H (-1.01440, 1.09349, 1.08914)  0.406

Atomic forces in eV per Å
0.060 0.062 0.051
-0.099 0.052 0.007
0.234 -0.278 0.016
0.097 0.089 -0.008
-0.123 0.043 -0.006
-0.029 -0.414 -0.132
0.075 0.126 0.019
-0.010 -0.115 -0.041
-0.112 0.060 -0.034
-0.062 0.103 0.004
-0.012 0.145 0.081
0.052 -0.074 0.100
-0.055 0.115 -0.053
0.135 0.046 0.021
-0.150 0.041 -0.026